The following is a quantum chemistry calculation of C4H6O2 as an isolated structure, from OMol25.

Values from the calculation:
Largest force on an atom ... 0.01144 hartree/bohr
Relative energy (zero: lowest compared OMol25 entry of this formula, charge and spin) ... 112.0 kcal/mol

The geometry in XYZ format:
```
12
Properties=species:S:1:pos:R:3:forces:R:3
C -1.4063 0.9962 0.4025 0.09 -0.15 0.26
H 0.5744 0.3946 -1.4034 0.01 -0.04 0.12
H -1.8611 0.1185 -1.2358 0.02 -0.22 -0.11
H -2.0720 0.8578 1.2704 0.11 0.04 -0.10
H 2.7884 0.2803 -0.1998 -0.10 0.00 0.07
C 1.8093 0.2085 0.3184 -0.06 0.08 0.39
O 1.7063 0.4931 1.4887 0.06 -0.14 -0.57
O -1.8228 -0.5584 -0.5325 -0.10 0.09 -0.13
H 0.8929 -1.2721 -0.9081 -0.02 0.14 0.06
C 0.6543 -0.2671 -0.5298 -0.10 0.03 0.03
C -0.6361 -0.2615 0.2579 0.10 0.03 0.06
H -0.6273 -0.9900 1.0715 -0.02 0.13 -0.08
```
Positions in Å, forces in eV/Å.